Molecular formula: C5H12N2O3
Method: DFT, ωB97M-V with the def2-TZVPD basis set

Lowest unoccupied orbital energy: 0.02393 Eh
Orbital gap: 9.31 eV
Total charge: 0
SMILES: NC(=O)C(=O)O.CCNC
Energy: -532.958203 a.u.
Relative energy (zero: lowest compared OMol25 entry of this formula, charge and spin): 0.9743 eV

Last column: Mulliken charge in e.
CARTESIAN COORDINATES (ANGSTROEM)
N (3.593, 0.937, 0.762)  -0.36
C (2.673, 0.599, -0.147)  0.54
O (2.834, -0.203, -1.054)  -0.61
C (1.373, 1.419, -0.014)  0.65
O (0.901, 1.729, 1.058)  -0.59
O (1.043, 1.986, -1.166)  -0.46
H (3.376, 1.616, 1.479)  0.22
H (4.523, 0.544, 0.714)  0.25
H (0.617, 2.837, -0.998)  0.35
C (-2.803, 0.154, 0.072)  -1.05
C (-1.934, -0.633, -0.898)  -0.52
N (-0.602, -0.921, -0.377)  -0.13
C (-0.570, -1.877, 0.715)  -1.03
H (-3.096, -0.450, 0.942)  0.30
H (-2.277, 1.048, 0.436)  0.22
H (-3.724, 0.477, -0.434)  0.36
H (-2.461, -1.570, -1.174)  0.32
H (-1.805, -0.053, -1.824)  0.36
H (-0.019, -1.260, -1.137)  0.22
H (-0.823, -1.380, 1.661)  0.28
H (-1.265, -2.725, 0.567)  0.32
H (0.448, -2.275, 0.816)  0.35